No. 1
# C52H67N4O36S11

9 unconnected molecules or ions with the total composition C52H67N4O36S11 (wB97M-V/def2-TZVPD, the Open Molecules 2025 dataset).

Output
Gap between HOMO and LUMO ... 5.7248 eV
Calculated total energy ... -253839.2417 eV

The geometry in ORCA input format:
```
! RIJCOSX wB97M-V def2-TZVPD def2/J DEFGRID3
* xyz 1 1
C -7.39 -5.81 -3.19
C -6.92 -6.60 -1.89
C -6.60 -5.63 -0.65
N -5.48 -4.75 -1.07
C -4.17 -5.28 -0.89
C -2.92 -4.56 -1.29
C -1.50 -5.21 -1.05
C -1.38 -5.95 0.36
C 0.18 -6.12 0.74
S 0.69 -4.94 2.08
C 1.38 -3.41 1.26
S 0.32 -2.19 0.87
N 2.82 -3.43 0.99
C 3.37 -2.11 0.72
C 4.08 -1.72 -0.57
C 4.68 -0.34 -0.78
C 4.58 0.71 0.28
C 3.88 0.36 1.56
C 3.32 -1.01 1.77
C 2.98 -4.37 -0.13
C 3.93 -5.54 0.12
C 4.18 -6.59 -0.91
C 3.49 -6.43 -2.25
C 2.54 -5.30 -2.55
C 2.31 -4.26 -1.46
C -3.08 -3.19 -1.94
C -1.79 -2.43 -2.43
O -1.13 -1.67 -1.75
O -1.34 -2.65 -3.78
O -0.81 -3.95 -3.75
C -1.49 -4.63 -4.83
O -1.94 -5.76 -4.64
C -1.69 -3.96 -6.23
C -2.99 -4.02 -6.99
C -3.23 -3.39 -8.32
C -2.11 -2.63 -8.95
C -0.76 -2.53 -8.26
C -0.56 -3.19 -6.91
C -4.48 -2.61 -2.09
N -4.58 -1.32 -2.71
C -4.45 -0.33 -1.85
C -3.12 0.57 -1.77
C -5.63 0.11 -0.84
C -5.68 -3.46 -1.63
N -7.01 -2.91 -1.82
C -7.55 -2.53 -0.73
S -8.41 -2.18 0.61
H -7.63 -6.54 -4.01
H -8.25 -5.09 -2.99
H -6.54 -5.16 -3.59
H -7.76 -7.31 -1.61
H -5.97 -7.15 -2.17
H -6.26 -6.28 0.23
H -7.52 -5.08 -0.32
H -4.06 -6.31 -0.44
H -1.28 -5.92 -1.91
H -0.68 -4.42 -1.08
H -1.83 -5.36 1.21
H -1.84 -6.99 0.27
H 0.75 -5.96 -0.22
H 0.43 -7.18 1.07
H 4.21 -2.45 -1.41
H 5.22 -0.11 -1.74
H 5.05 1.71 0.05
H 3.78 1.14 2.35
H 2.80 -1.29 2.73
H 4.43 -5.62 1.13
H 4.89 -7.42 -0.65
H 3.71 -7.22 -3.02
H 2.07 -5.25 -3.57
H 1.61 -3.40 -1.69
H -3.84 -4.59 -6.51
H -4.24 -3.51 -8.82
H -2.26 -2.13 -9.95
H 0.05 -1.93 -8.77
H 0.42 -3.09 -6.38
H -2.45 0.20 -0.92
H -2.51 0.46 -2.72
H -3.35 1.65 -1.51
H -5.39 1.13 -0.39
H -5.66 -0.65 -0.01
H -6.56 0.15 -1.48
C -0.43 2.79 -3.78
C 0.45 2.34 -2.63
O 1.16 3.52 -2.23
S 0.23 4.81 -2.49
O -0.40 5.17 -1.25
O 0.96 5.75 -3.27
O -0.88 4.10 -3.44
H 0.15 2.85 -4.71
H -1.28 2.12 -3.93
H 1.14 1.55 -2.91
H -0.16 2.01 -1.78
C -2.58 4.91 1.10
C -2.47 5.22 2.59
O -3.37 4.30 3.22
S -3.43 2.94 2.36
O -2.54 2.00 2.97
O -4.79 2.63 2.05
O -2.72 3.50 1.02
H -3.48 5.37 0.67
H -1.70 5.25 0.54
H -2.73 6.25 2.82
H -1.46 5.00 2.96
C 6.08 6.00 0.71
C 6.20 6.32 2.19
O 5.31 5.41 2.84
S 5.27 4.02 2.00
O 6.17 3.10 2.62
O 3.91 3.70 1.73
O 5.96 4.57 0.65
H 5.17 6.43 0.28
H 6.95 6.33 0.14
H 5.92 7.35 2.41
H 7.21 6.13 2.55
C -6.86 2.17 5.13
C -7.14 1.41 3.85
O -8.26 0.58 4.15
S -9.21 1.33 5.23
O -10.27 1.97 4.52
O -9.43 0.45 6.32
O -8.14 2.47 5.68
H -6.32 1.55 5.85
H -6.30 3.09 4.95
H -6.29 0.80 3.53
H -7.43 2.08 3.04
C -11.55 0.60 9.53
C -11.83 -0.16 8.24
O -12.95 -0.99 8.54
S -13.90 -0.24 9.61
O -14.96 0.41 8.90
O -14.13 -1.12 10.71
O -12.84 0.90 10.07
H -11.01 -0.02 10.25
H -10.99 1.52 9.35
H -10.98 -0.76 7.92
H -12.11 0.52 7.43
C 11.40 4.88 -1.65
C 10.66 4.29 -0.45
O 10.20 5.43 0.28
S 9.87 6.63 -0.75
O 8.47 6.63 -1.02
O 10.57 7.80 -0.32
O 10.64 6.02 -2.04
H 12.40 5.21 -1.36
H 11.48 4.17 -2.47
H 11.30 3.67 0.17
H 9.79 3.72 -0.77
C 3.56 1.95 5.17
C 3.67 2.27 6.65
O 2.78 1.36 7.30
S 2.75 -0.03 6.46
O 3.65 -0.95 7.07
O 1.39 -0.35 6.17
O 3.45 0.53 5.11
H 2.66 2.39 4.74
H 4.43 2.29 4.61
H 3.39 3.30 6.88
H 4.68 2.08 7.02
C 13.31 4.21 -6.21
C 14.21 5.43 -6.10
O 14.41 5.61 -4.70
S 14.39 4.17 -3.96
O 15.73 3.74 -3.77
O 13.43 4.23 -2.89
O 13.75 3.32 -5.18
H 12.27 4.48 -6.01
H 13.38 3.73 -7.18
H 13.77 6.31 -6.55
H 15.19 5.23 -6.55
*
```



No. 2
# C52H68FNO22S3

11 unconnected molecules or ions with the total composition C52H68FNO22S3 (wB97M-V/def2-TZVPD, the Open Molecules 2025 dataset).

Output
SMILES ... O=S(=O)(F)c1cccc2c1Nc1c(S)cccc1S2.O=C1CCCO1.O=C1CCCO1.O=C1CCCO1.O=C1CCCO1.O=C1CCCO1.O=C1CCCO1.O=C1CCCO1.O=C1CCCO1.O=C1CCCO1.O=C1CCCO1
Gap between HOMO and LUMO ... 6.6859 eV
Calculated total energy ... -136769.1565 eV

The geometry in ORCA input format:
```
! RIJCOSX wB97M-V def2-TZVPD def2/J DEFGRID3
* xyz 0 1
O -4.06 2.67 -5.62
S -3.65 1.28 -6.18
O -2.55 1.37 -7.30
F -5.07 0.68 -7.00
C -3.05 0.05 -4.90
C -3.32 -1.56 -5.26
C -2.88 -2.80 -4.28
C -2.17 -2.42 -2.85
C -1.89 -0.84 -2.50
C -2.28 0.44 -3.48
N -1.97 1.88 -3.13
C -0.53 2.05 -2.63
C 0.45 3.25 -3.19
S -0.04 4.50 -4.51
C 2.01 3.41 -2.60
C 2.65 2.41 -1.45
C 1.68 1.21 -0.89
C 0.15 1.05 -1.47
S -1.01 -0.35 -0.88
H -3.84 -1.86 -6.29
H -3.04 -3.94 -4.52
H -1.81 -3.23 -2.05
H -2.01 2.43 -4.02
H 0.31 3.99 -5.79
H 2.70 4.26 -3.02
H 3.73 2.49 -1.01
H 2.02 0.40 -0.09
O 3.69 -0.49 -0.49
C 4.20 -1.23 -1.31
O 4.30 -2.58 -1.18
C 5.04 -3.11 -2.28
C 4.92 -2.08 -3.37
C 4.84 -0.79 -2.59
H 6.08 -3.26 -1.96
H 4.62 -4.07 -2.58
H 5.75 -2.11 -4.08
H 3.99 -2.23 -3.93
H 5.83 -0.38 -2.38
H 4.23 -0.05 -3.11
O -3.97 0.11 3.50
C -4.16 0.74 2.47
O -3.34 0.69 1.38
C -3.80 1.64 0.41
C -5.25 1.87 0.74
C -5.28 1.71 2.24
H -3.20 2.55 0.50
H -3.67 1.22 -0.59
H -5.61 2.84 0.40
H -5.86 1.09 0.27
H -5.06 2.65 2.75
H -6.23 1.29 2.58
O 0.34 2.76 7.71
C -0.14 1.91 6.99
O 0.10 1.80 5.65
C -0.72 0.77 5.10
C -1.07 -0.12 6.27
C -1.12 0.86 7.42
H -1.60 1.22 4.65
H -0.16 0.23 4.33
H -2.00 -0.67 6.13
H -0.26 -0.84 6.44
H -2.11 1.31 7.52
H -0.81 0.39 8.36
O -8.38 6.02 -2.58
C -7.87 5.28 -3.41
O -7.78 3.93 -3.28
C -7.03 3.40 -4.38
C -7.15 4.44 -5.47
C -7.23 5.73 -4.69
H -6.00 3.25 -4.06
H -7.46 2.44 -4.68
H -6.32 4.40 -6.18
H -8.08 4.28 -6.03
H -6.24 6.13 -4.47
H -7.85 6.47 -5.21
O -2.41 -6.33 -4.14
C -1.60 -6.50 -3.24
O -1.23 -5.53 -2.34
C -0.20 -6.05 -1.50
C -0.34 -7.55 -1.57
C -0.85 -7.76 -2.98
H 0.76 -5.70 -1.88
H -0.34 -5.67 -0.48
H 0.59 -8.07 -1.36
H -1.10 -7.88 -0.85
H -0.03 -7.85 -3.70
H -1.51 -8.63 -3.03
O 5.84 1.48 -1.38
C 6.65 1.31 -0.48
O 7.02 2.28 0.42
C 8.05 1.76 1.26
C 7.91 0.26 1.19
C 7.40 0.05 -0.22
H 9.01 2.11 0.88
H 7.91 2.14 2.28
H 8.84 -0.27 1.40
H 7.15 -0.07 1.91
H 8.22 -0.04 -0.94
H 6.74 -0.83 -0.27
O -7.91 2.75 4.60
C -7.11 2.58 5.50
O -6.74 3.54 6.40
C -5.70 3.03 7.24
C -5.84 1.53 7.17
C -6.35 1.31 5.77
H -4.74 3.38 6.86
H -5.84 3.40 8.26
H -4.91 1.00 7.38
H -6.60 1.19 7.89
H -5.53 1.23 5.05
H -7.01 0.44 5.71
O 7.21 -2.69 -5.10
C 6.71 -3.08 -6.15
O 5.37 -3.08 -6.41
C 5.13 -3.70 -7.67
C 6.44 -3.59 -8.42
C 7.46 -3.66 -7.31
H 4.84 -4.74 -7.50
H 4.32 -3.18 -8.19
H 6.57 -4.36 -9.18
H 6.51 -2.61 -8.91
H 7.73 -4.69 -7.07
H 8.35 -3.07 -7.54
O 12.51 0.71 2.63
C 12.17 1.86 2.85
O 11.00 2.42 2.43
C 10.98 3.80 2.78
C 11.97 3.94 3.91
C 12.99 2.88 3.59
H 11.27 4.38 1.90
H 9.97 4.09 3.08
H 12.38 4.94 4.00
H 11.47 3.69 4.86
H 13.77 3.26 2.92
H 13.43 2.46 4.49
O -7.56 -0.73 8.05
C -8.05 -1.59 7.33
O -7.81 -1.69 5.99
C -8.62 -2.72 5.44
C -8.97 -3.61 6.61
C -9.03 -2.64 7.76
H -9.51 -2.27 4.99
H -8.07 -3.27 4.67
H -9.90 -4.17 6.46
H -8.17 -4.34 6.78
H -10.02 -2.18 7.86
H -8.71 -3.10 8.70
*
```